[1]
{
  "formula": "C16H15N4O3Pt",
  "method": "wB97M-V/def2-TZVPD",
  "species": ["Pt", "C", "N", "C", "C", "C", "C", "C", "N", "C", "C", "C", "C", "C", "C", "H", "H", "H", "H", "H", "H", "H", "H", "H", "H", "H", "O", "N", "O", "C", "C", "C", "C", "O", "N", "H", "H", "H", "H"],
  "coordinates": [[-0.301684, -0.682958, -1.893278], [0.727757, -1.581549, 0.788838], [0.523950, -0.388441, -0.088235], [0.671271, 0.783671, 0.426384], [0.384901, 1.979001, -0.309139], [0.520835, 3.340141, 0.138732], [0.143677, 4.100204, -0.913102], [-0.208823, 3.155037, -1.984631], [-0.064705, 1.908957, -1.603804], [1.813140, -1.404619, 1.809727], [1.505690, -1.414992, 3.164236], [2.507970, -1.252740, 4.112561], [3.819790, -1.071224, 3.705995], [4.133572, -1.057624, 2.351431], [3.135914, -1.226282, 1.407209], [0.907799, -2.424638, 0.124333], [-0.239927, -1.751278, 1.267117], [1.024855, 0.859249, 1.450466], [0.857228, 3.660503, 1.111092], [0.104357, 5.174775, -0.985086], [-0.554004, 3.409035, -2.977292], [0.478470, -1.556947, 3.479634], [2.261440, -1.268254, 5.165473], [4.602390, -0.945095, 4.441905], [5.159802, -0.924897, 2.036196], [3.387818, -1.226918, 0.352537], [2.345997, -1.821808, -2.228995], [1.325743, -1.482479, -2.614738], [-3.267715, 0.211693, 0.501443], [-3.345011, -0.145136, -0.637248], [-4.596486, -0.314461, -1.505461], [-4.090202, -0.600860, -2.932950], [-2.623323, -0.722971, -2.700573], [-1.646566, -0.962931, -3.478196], [-2.256085, -0.498959, -1.444439], [-5.216881, 0.575408, -1.428963], [-5.167349, -1.147750, -1.096005], [-4.270731, 0.221984, -3.626209], [-4.494885, -1.503840, -3.386947]],
  "forces_ev_per_angstrom": [[0.39, -0.53, 0.10], [-0.13, 0.15, -0.22], [0.02, -0.10, 0.27], [0.03, 0.16, -0.11], [0.06, -0.21, 0.07], [-0.01, 0.06, 0.02], [0.02, -0.03, -0.07], [-0.02, 0.01, 0.12], [-0.01, 0.18, -0.10], [0.05, -0.03, 0.06], [-0.03, 0.02, -0.01], [0.00, 0.01, -0.01], [0.00, 0.00, -0.01], [0.02, 0.00, 0.02], [-0.02, -0.04, 0.00], [0.10, 0.00, 0.04], [0.02, -0.08, 0.01], [0.00, 0.04, -0.01], [-0.01, -0.01, 0.01], [0.00, 0.00, 0.01], [0.00, 0.00, -0.01], [0.00, 0.00, 0.01], [0.00, 0.00, 0.00], [0.00, 0.00, 0.00], [0.00, 0.00, -0.01], [0.00, 0.00, 0.00], [-0.01, 0.03, 0.07], [-0.21, 0.23, -0.09], [-0.01, -0.02, 0.03], [0.01, 0.03, -0.09], [0.00, -0.05, 0.02], [-0.01, 0.08, 0.01], [0.25, -0.01, 0.06], [-0.23, -0.05, -0.06], [-0.27, 0.17, -0.14], [0.02, 0.01, 0.00], [-0.02, 0.01, -0.01], [-0.03, -0.01, 0.00], [0.01, -0.02, 0.02]],
  "s2": 2.05,
  "energy_ha": -1182.43652,
  "homo_energy_ev": [-12.303, -12.324],
  "orbital_gap_ev": [7.946, 6.336],
  "multiplicity": 3,
  "total_charge": 1
}


[2]
{
  "formula": "C16H16B2Ba2Br8O16",
  "method": "wB97M-V/def2-TZVPD",
  "species": ["Ba", "Ba", "O", "C", "O", "B", "O", "C", "O", "O", "C", "O", "C", "O", "O", "O", "C", "O", "B", "O", "C", "O", "O", "C", "O", "C", "O", "O", "Br", "C", "C", "Br", "H", "H", "H", "H", "Br", "C", "C", "Br", "H", "H", "H", "H", "Br", "C", "C", "Br", "H", "H", "H", "H", "Br", "C", "C", "Br", "H", "H", "H", "H"],
  "coordinates": [[-0.259900, -2.641312, 8.721343], [6.245740, 5.648798, -4.243847], [1.946460, 0.148208, -2.705927], [1.091470, 0.219498, -1.794887], [0.346610, -0.767922, -1.284027], [-0.626260, -0.143652, -0.349907], [-0.364270, 1.297758, -0.501027], [0.643440, 1.564538, -1.254267], [1.005180, 2.704508, -1.700757], [-0.372100, -0.496532, 1.054553], [-1.483440, -0.972562, 1.545283], [-1.640750, -1.396672, 2.657113], [-2.457750, -1.144922, 0.406233], [-2.020550, -0.524902, -0.628717], [-3.574250, -1.780892, 0.524913], [4.025930, 7.038748, 1.420293], [3.255790, 6.846808, 2.419753], [3.390750, 5.862978, 3.219943], [2.411380, 5.850418, 4.271493], [1.721300, 7.185878, 4.091243], [2.015520, 7.687158, 2.903733], [1.663750, 8.742248, 2.501543], [1.598000, 4.637338, 4.473813], [1.726270, 4.286968, 5.720583], [1.032020, 3.326818, 6.122173], [2.779300, 5.249788, 6.415523], [3.151310, 6.051298, 5.519223], [3.073650, 5.236498, 7.595483], [-10.099360, -6.840582, -4.272837], [-9.036350, -5.485822, -3.145637], [-9.908180, -5.125392, -1.879307], [-11.345270, -3.921022, -2.518037], [-9.003430, -4.554102, -3.710367], [-8.038020, -5.878022, -2.951667], [-9.336990, -4.604252, -1.111047], [-10.223280, -6.084952, -1.469347], [-0.416210, -7.892002, -1.684437], [0.904470, -6.444262, -1.636237], [2.263810, -7.146762, -1.643317], [3.832390, -5.989862, -1.492907], [0.738870, -5.873462, -0.722517], [0.779990, -5.805322, -2.510507], [2.350660, -7.840922, -2.479197], [2.163280, -7.834922, -0.804017], [-5.451670, 4.039858, 5.333413], [-5.103560, 5.135268, 3.693493], [-5.219460, 4.272188, 2.401473], [-6.839450, 3.188468, 2.055843], [-4.062280, 5.445948, 3.779213], [-5.621360, 6.094118, 3.669393], [-4.433330, 3.550818, 2.624463], [-5.054710, 4.979358, 1.588533], [9.126870, -4.711522, -6.050057], [9.334090, -2.812222, -5.488437], [9.694270, -1.960372, -6.657577], [9.478120, -0.131812, -5.879427], [9.963000, -2.709022, -4.604177], [8.390280, -2.447362, -5.083217], [9.114370, -2.166012, -7.557317], [10.733860, -2.162912, -6.915107]],
  "forces_ev_per_angstrom": [[-0.06, 0.33, -0.34], [-0.35, -0.12, 0.34], [-2.34, -0.43, 2.85], [2.77, -0.70, -3.30], [0.57, 1.02, -0.20], [0.86, 0.39, -0.30], [-1.08, 1.01, 0.95], [0.58, 3.72, -2.62], [-0.96, -4.25, 2.14], [0.29, 0.36, -0.32], [0.19, -1.66, 0.74], [-0.03, 0.31, 0.52], [-6.55, -2.92, 1.49], [0.97, 0.40, -1.11], [5.03, 2.79, -0.70], [-2.86, -0.26, 3.33], [2.00, 1.14, -4.81], [0.55, -1.94, -0.12], [-0.14, 1.84, 0.65], [-1.06, -1.60, -0.53], [1.87, 0.26, 1.32], [-0.61, 0.54, -1.08], [0.89, 1.83, -1.32], [-2.50, -3.41, 1.18], [2.38, 2.41, 0.26], [-1.31, -1.92, 3.13], [1.10, 1.10, -0.85], [-0.20, -0.29, -1.32], [1.10, 1.09, 0.89], [-1.70, 0.49, 0.33], [0.99, -0.79, -1.37], [0.43, -0.74, 0.70], [0.32, -0.47, -0.43], [-0.34, -0.20, 0.08], [-0.02, 0.20, -0.29], [-0.79, 0.42, 0.10], [0.08, 0.42, -0.04], [0.67, 0.17, -0.46], [-1.01, -0.84, 0.54], [-0.65, -0.34, -0.03], [0.01, -0.12, -0.15], [-0.26, -0.12, 0.12], [0.27, 0.61, -0.35], [0.90, 0.25, 0.38], [0.04, 0.84, -0.86], [-0.30, -0.38, -0.24], [0.21, 0.32, 1.85], [0.66, 0.86, 0.29], [0.12, -0.42, -0.01], [-0.76, -0.48, 0.38], [-0.03, -0.15, -1.13], [0.08, -0.60, -0.27], [0.23, 1.00, 0.39], [-1.35, -0.55, 0.70], [0.92, -0.36, 0.35], [0.25, -0.31, -0.88], [0.66, -0.41, -0.54], [-0.41, -0.63, -0.34], [-0.40, 0.60, 0.34], [0.09, 0.69, -0.02]],
  "energy_ha": -22515.46826,
  "homo_energy_ev": -11.394,
  "orbital_gap_ev": 2.424,
  "total_charge": 2
}